This record from the OMol25 dataset describes a single CH4N2O molecule in a non-equilibrium geometry. The level of theory is the ωB97M-V functional and the def2-TZVPD basis.

```
8
Properties=species:S:1:pos:R:3:forces:R:3
N 0.904 0.661 -0.622 -1.06 4.75 -0.24
N 0.456 -0.506 -0.078 -4.59 3.13 0.34
C -0.795 -0.456 0.509 1.03 -2.16 -1.84
O -1.630 0.327 0.170 -0.70 1.55 0.45
H 0.131 1.108 -1.313 2.14 -1.72 2.06
H 0.876 1.388 0.228 0.27 -1.61 -2.58
H 1.088 -1.173 0.046 3.00 -3.33 0.90
H -1.029 -1.348 1.061 -0.09 -0.61 0.92
```
Positions in Å, forces in eV/Å.

The HOMO energy is -0.369 Ha. As for the energy above the lowest of the compared OMol25 structures with the same formula, charge and spin: 58.4 kcal/mol. The LUMO energy comes out at 0.92 eV. As for the largest force on an atom: 5.6 eV/A. Its energy is -6127.97631 eV. Its total charge is 0.

Partial atomic charges computed with the Löwdin method, in multiples of e:
1. N -0.0405
2. N -0.0922
3. C -0.3573
4. O 0.0341
5. H 0.1401
6. H 0.1317
7. H 0.0679
8. H 0.1162


This record from the OMol25 dataset describes a single CH4N2O molecule in a non-equilibrium geometry. The level of theory is the ωB97M-V functional and the def2-TZVPD basis.

```
8
Properties=species:S:1:pos:R:3:forces:R:3
H -0.999 2.579 -0.707 1.27 2.29 0.42
N -1.222 1.645 -0.669 -0.27 -4.71 0.28
C -0.495 0.805 -0.007 -0.59 5.65 0.02
O -0.924 -0.414 0.124 -0.21 -1.46 -0.23
N 0.123 -1.319 0.492 1.27 -0.45 -1.31
H 0.338 1.240 0.639 -0.46 -1.48 -0.73
H 0.907 -1.174 -0.274 -2.19 -0.98 1.70
H -0.387 -2.232 0.370 1.17 1.14 -0.16
```
Positions in Å, forces in eV/Å.

The HOMO energy is -0.353 Ha. As for the energy above the lowest of the compared OMol25 structures with the same formula, charge and spin: 88.4 kcal/mol. The LUMO energy comes out at 0.84 eV. As for the largest force on an atom: 5.7 eV/A. Its energy is -6126.67619 eV. Its total charge is 0.

Partial atomic charges computed with the Löwdin method, in multiples of e:
1. H -0.0042
2. N 0.1069
3. C -0.3742
4. O -0.1342
5. N 0.0238
6. H 0.1470
7. H 0.1295
8. H 0.1054


This record from the OMol25 dataset describes 2 unconnected molecules or ions with the total composition CH4N2O in a non-equilibrium geometry. The level of theory is the ωB97M-V functional and the def2-TZVPD basis.

```
8
Properties=species:S:1:pos:R:3:forces:R:3
C 0.305 -0.065 0.166 -3.90 0.27 -0.11
N -0.697 -1.019 0.414 0.87 -1.23 0.48
N -0.843 -0.166 -0.783 0.06 1.97 0.26
O 1.597 -0.173 -0.015 1.31 2.60 -1.94
H -0.076 2.129 1.116 0.21 -0.99 -0.33
H -0.575 -2.076 0.182 0.22 2.54 0.10
H -1.587 0.630 -0.596 1.92 -2.14 0.02
H 1.875 0.740 -0.483 -0.70 -3.01 1.53
```
Positions in Å, forces in eV/Å.

The HOMO energy (alpha / beta) is -0.298 / -0.363 Ha. As for the energy above the lowest of the compared OMol25 structures with the same formula, charge and spin: 186.3 kcal/mol. The LUMO energy (alpha / beta) comes out at -0.52 / 0.26 eV. As for the largest force on an atom: 3.9 eV/A. Its energy is -6122.42779 eV. Its total charge is 0.

Partial atomic charges computed with the Löwdin method, in multiples of e:
1. C -0.5222
2. N -0.0101
3. N -0.0084
4. O 0.0273
5. H 0.0627
6. H 0.1486
7. H 0.1132
8. H 0.1890


This record from the OMol25 dataset describes a single CH4N2O molecule in a non-equilibrium geometry. The level of theory is the ωB97M-V functional and the def2-TZVPD basis.

```
8
Properties=species:S:1:pos:R:3:forces:R:3
H 2.126 -1.393 0.186 1.46 -0.24 -0.20
N 1.160 -1.287 -0.013 -0.89 -0.04 0.37
N 0.943 -0.063 -0.012 1.74 1.16 -0.88
C -0.387 0.400 -0.029 -3.99 0.92 1.70
O 1.765 0.917 0.010 -0.12 -1.94 0.35
H -1.220 -0.040 -0.676 1.92 0.39 0.44
H -0.780 0.297 1.020 0.36 -0.49 -0.76
H -0.265 1.472 -0.026 -0.48 0.24 -1.01
```
Positions in Å, forces in eV/Å.

The HOMO energy is -0.378 Ha. As for the energy above the lowest of the compared OMol25 structures with the same formula, charge and spin: 94.3 kcal/mol. The LUMO energy comes out at 0.46 eV. As for the largest force on an atom: 4.4 eV/A. Its energy is -6126.41740 eV. Its total charge is 0.

Partial atomic charges computed with the Löwdin method, in multiples of e:
1. H 0.0662
2. N 0.1695
3. N -0.4606
4. C -0.0475
5. O -0.0491
6. H 0.1257
7. H 0.1116
8. H 0.0841


This record from the OMol25 dataset describes a single CH4N2O molecule in a non-equilibrium geometry. The level of theory is the ωB97M-V functional and the def2-TZVPD basis.

```
8
Properties=species:S:1:pos:R:3:forces:R:3
C -0.903 0.244 -0.035 -3.39 -0.62 0.80
N 0.310 -0.465 0.178 2.01 3.80 -2.69
N 1.454 0.324 -0.351 -0.84 -2.29 1.37
O 2.540 -0.149 -0.189 -1.32 0.22 -0.06
H -0.576 1.221 -0.394 -0.47 0.10 0.17
H -1.695 -0.192 -0.839 2.05 0.66 1.70
H -1.525 0.326 0.992 1.38 0.10 -2.31
H 0.395 -1.310 0.639 0.58 -1.97 1.01
```
Positions in Å, forces in eV/Å.

The HOMO energy is -0.360 Ha. As for the energy above the lowest of the compared OMol25 structures with the same formula, charge and spin: 95.0 kcal/mol. The LUMO energy comes out at 0.59 eV. As for the largest force on an atom: 5.1 eV/A. Its energy is -6126.38687 eV. Its total charge is 0.

Partial atomic charges computed with the Löwdin method, in multiples of e:
1. C -0.1761
2. N -0.0863
3. N -0.0586
4. O -0.0341
5. H 0.0543
6. H 0.1061
7. H 0.1085
8. H 0.0860


This record from the OMol25 dataset describes 2 unconnected molecules or ions with the total composition CH4N2O2 in a non-equilibrium geometry. The level of theory is the ωB97M-V functional and the def2-TZVPD basis.

```
9
Properties=species:S:1:pos:R:3:forces:R:3
H -1.252 0.616 1.347 -0.59 0.38 -0.24
N -0.615 0.647 0.553 0.14 0.24 2.03
N -0.845 1.566 -0.271 1.06 -3.41 0.32
O -1.822 2.259 -0.391 -0.43 1.54 -0.36
H -0.065 1.345 -0.944 -0.75 1.62 -1.07
C 0.804 -0.872 -0.568 1.71 2.25 0.29
O 0.412 -0.422 -1.615 0.43 -0.35 -0.72
H 1.735 -0.366 -0.035 -1.45 -1.32 -0.78
H 0.281 -1.664 -0.078 -0.12 -0.96 0.53
```
Positions in Å, forces in eV/Å.

The HOMO energy is -0.376 Ha. As for the energy above the lowest of the compared OMol25 structures with the same formula, charge and spin: 88.8 kcal/mol. The LUMO energy comes out at 0.40 eV. As for the largest force on an atom: 3.6 eV/A. Its energy is -8172.83488 eV. Its total charge is 0.

Partial atomic charges computed with the Löwdin method, in multiples of e:
1. H 0.0953
2. N 0.0892
3. N -0.2733
4. O 0.0145
5. H 0.1574
6. C -0.1955
7. O -0.0736
8. H 0.1176
9. H 0.0684


This record from the OMol25 dataset describes a molecular structure, CH4N2O2 in a non-equilibrium geometry. The level of theory is the ωB97M-V functional and the def2-TZVPD basis.

```
9
Properties=species:S:1:pos:R:3:forces:R:3
C 1.151 0.121 -0.040 -1.36 2.18 0.21
H 1.997 -0.529 -0.453 -1.52 0.75 0.87
H 0.699 1.016 -0.932 2.15 -2.49 3.06
H 1.311 0.533 1.105 0.58 -0.22 -3.52
H -0.416 -1.614 -0.133 1.53 2.75 1.10
N -0.105 -0.613 0.256 -1.39 -4.41 -1.64
N -1.226 0.104 0.152 -1.76 4.25 -1.85
O -2.356 -0.380 -0.051 2.20 -0.65 0.94
O -1.053 1.362 0.097 -0.42 -2.18 0.84
```
Positions in Å, forces in eV/Å.

The HOMO energy is -0.386 Ha. As for the energy above the lowest of the compared OMol25 structures with the same formula, charge and spin: 113.3 kcal/mol. The LUMO energy comes out at 0.41 eV. As for the largest force on an atom: 5.0 eV/A. Its energy is -8171.77373 eV. Its total charge is 0.

Partial atomic charges computed with the Löwdin method, in multiples of e:
1. C -0.0858
2. H 0.0823
3. H 0.1780
4. H 0.1336
5. H 0.2125
6. N -0.0546
7. N -0.4589
8. O 0.0240
9. O -0.0311


This record from the OMol25 dataset describes 2 unconnected molecules or ions with the total composition CH4N2O2 in a non-equilibrium geometry. The level of theory is the ωB97M-V functional and the def2-TZVPD basis.

```
9
Properties=species:S:1:pos:R:3:forces:R:3
C 1.254 0.132 -0.215 0.70 -0.42 0.95
N -1.347 -0.906 0.451 -0.04 -0.47 0.75
N 0.110 0.412 -0.878 -1.64 2.77 -0.73
O 1.474 -0.911 0.362 0.16 -0.08 0.00
O -0.991 -0.333 -0.781 0.18 -0.03 -0.22
H 1.999 0.930 -0.346 -0.11 0.00 0.03
H -0.534 -1.400 0.831 -0.14 0.39 -0.17
H -1.664 -0.174 1.091 0.26 0.03 -0.31
H -0.301 2.250 -0.515 0.63 -2.19 -0.27
```
Positions in Å, forces in eV/Å.

The HOMO energy (alpha / beta) is -0.378 / -0.378 Ha. As for the energy above the lowest of the compared OMol25 structures with the same formula, charge and spin: 152.7 kcal/mol. The LUMO energy (alpha / beta) comes out at -1.14 / -1.82 eV. As for the largest force on an atom: 3.3 eV/A. Its energy is -8170.06205 eV. Its total charge is 0.

Partial atomic charges computed with the Löwdin method, in multiples of e:
1. C -0.4031
2. N 0.0568
3. N -0.0230
4. O 0.0330
5. O -0.1768
6. H 0.1162
7. H 0.0737
8. H 0.0908
9. H 0.2324


This record from the OMol25 dataset describes 2 unconnected molecules or ions with the total composition CH4N2O2 in a non-equilibrium geometry. The level of theory is the ωB97M-V functional and the def2-TZVPD basis.

```
9
Properties=species:S:1:pos:R:3:forces:R:3
H 1.036 -1.562 -0.468 0.90 -1.37 0.97
N 0.924 -0.678 -0.882 0.99 3.10 -1.19
N 1.698 0.197 -0.368 0.39 -6.55 1.48
O 2.580 0.018 0.509 -0.71 0.51 -0.67
H 1.497 1.085 -0.628 -0.61 3.83 -1.32
C -1.948 0.276 0.346 0.23 -2.99 3.20
O -0.748 0.373 0.376 -1.29 1.57 -0.28
H -2.733 1.037 0.305 0.32 0.57 -0.88
H -2.306 -0.745 0.810 -0.22 1.33 -1.31
```
Positions in Å, forces in eV/Å.

The HOMO energy (alpha / beta) is -0.354 / -0.354 Ha. As for the energy above the lowest of the compared OMol25 structures with the same formula, charge and spin: 96.3 kcal/mol. The LUMO energy (alpha / beta) comes out at 0.38 / 0.38 eV. As for the largest force on an atom: 6.7 eV/A. Its energy is -8172.50787 eV. Its total charge is 0.

Partial atomic charges computed with the Löwdin method, in multiples of e:
1. H 0.0561
2. N 0.1188
3. N -0.2464
4. O -0.0524
5. H 0.1074
6. C -0.1144
7. O -0.0523
8. H 0.0760
9. H 0.1072


This record from the OMol25 dataset describes a single CH4N2O2 molecule in a non-equilibrium geometry. The level of theory is the ωB97M-V functional and the def2-TZVPD basis.

```
9
Properties=species:S:1:pos:R:3:forces:R:3
N -1.230 0.420 0.254 3.43 4.28 0.12
C 0.139 0.291 0.560 -0.86 -4.32 1.19
N 0.911 -0.622 -0.538 -3.08 3.50 0.93
O 0.295 -0.674 -1.563 0.14 -1.04 -1.72
O 1.974 -1.018 -0.261 2.70 -1.50 0.31
H -1.848 -0.276 0.176 -2.16 -3.57 -0.29
H -1.139 0.968 -0.588 -1.35 0.02 -0.29
H 0.489 1.270 0.518 1.62 1.23 0.16
H 0.409 -0.358 1.441 -0.45 1.39 -0.42
```
Positions in Å, forces in eV/Å.

The HOMO energy is -0.367 Ha. As for the energy above the lowest of the compared OMol25 structures with the same formula, charge and spin: 72.7 kcal/mol. The LUMO energy comes out at 0.75 eV. As for the largest force on an atom: 5.5 eV/A. Its energy is -8173.53384 eV. Its total charge is 0.

Partial atomic charges computed with the Löwdin method, in multiples of e:
1. N 0.0527
2. C -0.1324
3. N -0.4296
4. O 0.0565
5. O 0.0931
6. H 0.0333
7. H 0.0860
8. H 0.1009
9. H 0.1394


> The lowest largest force on an atom belongs to which entry?

number 8